1.
Entry from the Open Molecules 2025 dataset: an isolated molecule of C5H5Cl in a non-equilibrium geometry (wB97M-V/def2-TZVPD).

Structure (XYZ):
```
11
Properties=species:S:1:pos:R:3:lowdin_charge:R:1
C 1.730 -1.497 -0.696 -0.12
C 1.188 -0.603 0.376 -0.17
C 0.039 0.047 0.288 -0.66
C -0.549 0.919 1.266 -0.18
C -0.945 1.699 2.081 0.13
H 1.659 -2.560 -0.520 0.08
H 2.806 -1.266 -0.801 0.08
H 1.300 -1.266 -1.679 0.04
H 1.751 -0.630 1.312 0.12
H -1.338 2.415 2.764 0.03
Cl -0.880 -0.005 -1.233 0.65
```

The total energy comes out at -653.62363 a.u. Its net charge is 0. As for the HOMO-LUMO gap: 0.371 hartree. The LUMO energy is 0.0320 Eh. The energy relative to the best compared isomer or geometry (same formula, charge and spin) comes out at 150.0 kJ/mol.

***

2.
Entry from the Open Molecules 2025 dataset: an isolated molecule of C31H37N7O4 (wB97M-V/def2-TZVPD).

Structure (XYZ):
```
79
Properties=species:S:1:pos:R:3:lowdin_charge:R:1
C -3.566 -1.392 3.026 -0.01
C -2.811 -0.306 2.355 -0.29
C -3.126 1.023 2.142 0.03
C -2.047 1.526 1.396 -0.33
N -1.142 0.583 1.180 0.12
N -1.617 -0.512 1.766 0.06
H -1.073 -1.376 1.717 0.11
N -1.867 2.833 0.930 0.17
C -1.579 3.218 -0.333 -0.49
O -1.224 4.349 -0.591 0.07
C -1.770 2.181 -1.438 -0.03
N -2.893 1.283 -1.245 0.05
C -4.131 1.766 -0.866 -0.14
C -4.432 3.131 -0.860 0.00
C -5.665 3.566 -0.421 -0.06
C -6.630 2.667 0.019 -0.07
C -6.358 1.318 -0.013 0.00
C -5.120 0.860 -0.463 -0.07
C -4.880 -0.578 -0.554 -0.37
O -5.648 -1.433 -0.165 0.09
N -3.699 -0.921 -1.193 0.09
C -2.659 -0.056 -1.468 -0.42
O -1.598 -0.455 -1.904 0.08
C -3.501 -2.331 -1.510 -0.11
H -4.470 -2.721 -1.827 0.13
C -2.970 -3.124 -0.311 -0.16
H -3.805 -3.601 0.202 0.12
C -1.930 -4.178 -0.690 -0.18
C -0.620 -3.561 -1.179 -0.11
C 0.098 -2.772 -0.097 -0.46
O -0.212 -2.811 1.086 0.02
N 1.126 -2.045 -0.556 0.12
H 1.267 -1.984 -1.553 0.15
C 1.962 -1.192 0.265 -0.31
C 3.434 -1.585 0.128 -0.11
C 4.301 -0.632 0.966 -0.17
N 4.116 0.767 0.640 -0.17
C 4.763 1.174 -0.595 -0.16
C 6.261 1.089 -0.461 -0.23
C 7.042 0.510 -1.451 -0.05
C 8.419 0.450 -1.316 -0.09
C 9.028 0.964 -0.185 -0.10
C 8.254 1.540 0.810 -0.08
C 6.881 1.605 0.671 -0.04
H 6.267 2.045 1.442 0.11
H 8.726 1.942 1.695 0.10
H 10.101 0.915 -0.078 0.10
H 9.016 -0.002 -2.095 0.10
H 6.572 0.104 -2.336 0.11
H 4.487 2.218 -0.777 0.13
H 4.442 0.590 -1.473 0.11
C 2.721 1.141 0.743 -0.18
C 1.781 0.279 -0.110 -0.13
H 0.748 0.575 0.074 0.07
H 2.007 0.417 -1.170 0.12
H 2.433 1.037 1.794 0.13
H 2.617 2.192 0.467 0.12
H 4.044 -0.758 2.022 0.13
H 5.358 -0.879 0.841 0.12
H 3.586 -2.611 0.466 0.12
H 3.730 -1.528 -0.922 0.11
H 1.638 -1.346 1.299 0.15
H 0.053 -4.352 -1.520 0.13
H -0.798 -2.885 -2.016 0.10
H -2.332 -4.835 -1.464 0.12
H -1.719 -4.781 0.194 0.11
H -2.509 -2.430 0.388 0.09
H -2.804 -2.368 -2.347 0.12
H -7.084 0.582 0.296 0.12
H -7.585 3.025 0.370 0.10
H -5.879 4.625 -0.423 0.11
H -3.711 3.854 -1.202 0.11
H -0.874 1.554 -1.491 0.12
H -1.864 2.726 -2.384 0.15
H -1.789 3.561 1.630 0.17
H -3.999 1.553 2.462 0.11
H -3.945 -1.055 3.988 0.08
H -4.418 -1.686 2.413 0.08
H -2.926 -2.258 3.174 0.09
```

The total energy comes out at -1887.88759 a.u. Its net charge is 0. As for the HOMO-LUMO gap: 0.318 hartree. The LUMO energy is 0.0125 Eh. The energy relative to the best compared isomer or geometry (same formula, charge and spin) comes out at 0.0 kJ/mol.

***

3.
Entry from the Open Molecules 2025 dataset: a structure of composition C30H19BrIrN5O3S in a non-equilibrium geometry (wB97M-V/def2-TZVPD).

Structure (XYZ):
```
60
Properties=species:S:1:pos:R:3:lowdin_spin:R:1
Ir -0.025 0.115 0.006 1.52
Br 2.120 -5.863 6.646 0.02
C 1.369 -6.274 4.951 0.10
C 0.226 -5.604 4.533 -0.01
C -0.327 -5.908 3.308 0.09
C 0.270 -6.877 2.471 0.03
C 1.427 -7.539 2.922 0.09
C 1.971 -7.239 4.152 -0.01
N -0.187 -7.166 1.222 0.52
N -1.176 -6.533 0.699 0.55
C -1.260 -5.293 0.249 0.04
C -2.539 -4.767 -0.068 0.14
C -2.734 -3.435 -0.327 -0.01
C -1.673 -2.503 -0.287 0.15
O -1.838 -1.241 -0.467 0.26
C -0.355 -3.023 -0.063 0.04
N 0.652 -2.120 -0.072 0.13
C 1.904 -2.538 -0.013 -0.02
C 2.233 -3.891 0.037 0.04
C 1.222 -4.825 0.113 -0.02
C -0.112 -4.405 0.107 0.06
H -0.223 -4.852 5.167 0.00
H -1.227 -5.405 2.981 0.01
H 1.898 -8.267 2.274 0.00
H 2.860 -7.747 4.499 0.00
H -3.378 -5.449 -0.047 0.01
H -3.725 -3.054 -0.536 0.00
H 2.666 -1.771 -0.020 0.00
H 3.270 -4.194 0.021 0.00
H 1.459 -5.879 0.144 0.00
S -1.292 1.018 4.186 0.00
C 0.128 0.061 4.273 0.00
C 0.611 -0.283 3.047 0.00
C -0.183 0.234 1.995 -0.03
C -1.257 0.957 2.459 -0.01
C -2.211 1.505 1.537 0.01
C -3.351 2.246 1.851 0.00
C -4.174 2.674 0.830 0.00
C -3.854 2.356 -0.488 0.00
C -2.701 1.636 -0.727 0.01
N -1.898 1.235 0.253 0.06
H 0.524 -0.212 5.238 0.00
H 1.495 -0.886 2.898 0.00
H -3.562 2.482 2.885 0.00
H -5.060 3.255 1.048 0.00
H -4.475 2.677 -1.311 0.00
H -2.393 1.386 -1.735 0.00
O 4.023 1.382 -0.315 0.01
C 2.815 1.326 -0.184 0.01
O 2.113 0.253 -0.095 0.09
C 2.024 2.623 -0.127 0.00
C 2.681 3.841 -0.043 0.00
C 1.930 5.002 -0.015 0.00
C 0.548 4.898 -0.079 0.00
C -0.023 3.641 -0.165 0.01
N 0.698 2.520 -0.186 0.09
H 3.760 3.840 0.004 0.00
H 2.407 5.971 0.047 0.00
H -0.083 5.776 -0.064 0.00
H -1.098 3.539 -0.224 0.00
```

The total energy comes out at -4730.55666 a.u. Its net charge is 0. As for the HOMO-LUMO gap (spin up / spin down): 0.215 / 0.264 hartree. The LUMO energy (spin up / spin down) is -0.0176 / -0.0290 Eh. The spin multiplicity is 5. The energy relative to the best compared isomer or geometry (same formula, charge and spin) comes out at 148.2 kJ/mol. Its expectation value of S² is 6.1077.

***

4.
Entry from the Open Molecules 2025 dataset: a structure of composition C33H36AsBCsIN12S in a non-equilibrium geometry (wB97M-V/def2-TZVPD).

Structure (XYZ):
```
86
Properties=species:S:1:pos:R:3:lowdin_charge:R:1
Cs 0.046 0.553 0.104 0.72
C -2.572 -3.444 1.558 -0.10
C -1.379 -3.354 0.830 -0.21
N -0.410 -2.805 1.548 0.06
N -0.953 -2.518 2.747 -0.04
C -2.240 -2.898 2.779 -0.12
B -0.124 -1.939 3.941 -0.54
N -0.653 -0.530 4.355 -0.04
C -1.894 -0.218 4.773 -0.11
C -1.895 1.088 5.215 -0.10
C -0.573 1.503 5.000 -0.20
N 0.169 0.524 4.512 0.07
N 1.347 -1.875 3.592 -0.06
C 2.320 -2.634 4.134 -0.11
C 3.502 -2.347 3.488 -0.09
C 3.131 -1.376 2.542 -0.18
N 1.841 -1.102 2.610 0.06
H -3.529 -3.828 1.248 0.08
H -1.176 -3.671 -0.181 0.07
H -2.831 -2.785 3.672 0.10
H -0.254 -2.710 4.872 0.11
H -2.690 -0.941 4.745 0.09
H -2.729 1.659 5.587 0.08
H -0.127 2.470 5.182 0.09
H 2.073 -3.308 4.936 0.10
H 4.475 -2.767 3.676 0.07
H 3.747 -0.860 1.821 0.09
S 5.167 1.121 -1.962 1.07
C 4.950 -0.567 -1.655 -0.48
C 5.834 -1.636 -1.792 -0.11
C 5.398 -2.897 -1.438 -0.11
C 4.104 -3.106 -0.942 -0.09
C 3.223 -2.053 -0.806 -0.03
C 3.652 -0.776 -1.179 -0.32
N 2.862 0.357 -1.082 0.03
C 3.508 1.417 -1.444 -0.51
C 2.964 2.809 -1.457 -0.30
C 3.677 3.744 -2.216 -0.12
C 3.236 5.053 -2.307 -0.13
C 2.073 5.404 -1.635 -0.13
C 1.395 4.454 -0.879 -0.18
C 1.795 3.110 -0.720 -0.15
H 6.842 -1.483 -2.156 0.10
H 6.075 -3.737 -1.533 0.09
H 3.798 -4.100 -0.644 0.10
H 2.238 -2.190 -0.378 0.11
H 4.575 3.468 -2.761 0.06
H 3.782 5.773 -2.907 0.08
H 1.687 6.418 -1.709 0.08
H 0.482 4.806 -0.396 0.06
N -2.397 1.554 -1.001 -0.05
C -3.349 2.224 -1.059 -0.42
N -4.373 3.043 -1.073 0.02
C -5.395 2.577 -1.769 -0.48
N -6.335 2.236 -2.363 0.03
I -2.957 5.851 4.393 0.79
C -1.947 4.559 3.167 -0.80
C -0.690 4.733 2.629 -0.17
N -0.435 3.625 1.920 -0.01
N -1.436 2.739 1.961 0.01
C -2.365 3.299 2.710 -0.23
H 0.022 5.537 2.686 0.11
H 0.387 3.425 1.355 0.08
H -3.289 2.782 2.903 0.11
C 0.124 -2.894 -3.716 -0.19
C -1.295 -2.924 -3.170 -0.47
As -1.718 -1.205 -2.280 1.11
C -3.548 -1.589 -1.666 -0.43
C -4.426 -2.388 -2.615 -0.18
C -2.183 -0.149 -3.881 -0.45
C -1.079 0.819 -4.272 -0.19
H 0.422 -3.844 -4.169 0.06
H 0.846 -2.668 -2.928 0.05
H 0.237 -2.120 -4.479 0.05
H -1.413 -3.723 -2.435 0.04
H -2.024 -3.112 -3.964 0.05
H -3.977 -0.604 -1.471 0.04
H -3.451 -2.081 -0.698 0.03
H -4.487 -1.923 -3.601 0.06
H -5.446 -2.459 -2.227 0.06
H -4.057 -3.406 -2.756 0.05
H -3.082 0.407 -3.605 0.05
H -2.442 -0.828 -4.699 0.06
H -0.860 1.504 -3.452 0.05
H -1.367 1.423 -5.137 0.06
H -0.147 0.307 -4.525 0.05
```

The total energy comes out at -4912.92364 a.u. Its net charge is -2. As for the HOMO-LUMO gap: 0.217 hartree. The LUMO energy is 0.1250 Eh. The energy relative to the best compared isomer or geometry (same formula, charge and spin) comes out at 126.2 kJ/mol.

***

5.
Entry from the Open Molecules 2025 dataset: a structure of composition C3H5ClS in a non-equilibrium geometry (wB97M-V/def2-TZVPD).

Structure (XYZ):
```
10
Properties=species:S:1:pos:R:3:lowdin_charge:R:1
C -0.644 0.718 0.628 -0.83
C 0.654 0.602 0.098 -0.86
C 1.758 1.171 -0.405 -0.10
H -0.656 -1.298 -0.868 0.05
H -0.731 1.880 0.557 0.11
H -0.536 0.543 1.856 0.16
H 2.860 0.710 -0.253 0.09
H 2.014 2.512 -0.694 0.16
S -1.942 -0.035 -0.250 0.57
Cl 1.031 -1.102 0.086 0.65
```

The total energy comes out at -975.48542 a.u. Its net charge is 0. As for the HOMO-LUMO gap: 0.331 hartree. The LUMO energy is 0.0048 Eh. The energy relative to the best compared isomer or geometry (same formula, charge and spin) comes out at 449.8 kJ/mol.

***

6.
Entry from the Open Molecules 2025 dataset: a cluster of 2 separate species, H6N2O3Si in total in a non-equilibrium geometry (wB97M-V/def2-TZVPD).

Structure (XYZ):
```
12
Properties=species:S:1:pos:R:3:lowdin_charge:R:1
N -2.178 0.168 1.011 -0.08
N -1.573 0.892 0.011 -0.04
O 1.538 -1.544 -0.723 -0.16
O 2.120 0.304 1.387 -0.18
O 1.804 1.104 -1.175 -0.18
Si 1.284 -0.037 -0.027 0.44
H -1.937 -0.813 0.775 0.09
H -1.989 0.481 1.947 0.07
H -1.384 1.731 0.372 -0.05
H 2.169 -2.172 -0.436 0.02
H 2.977 0.701 1.231 0.04
H 1.092 1.713 -1.406 0.03
```

The total energy comes out at -628.32140 a.u. Its net charge is 0. As for the HOMO-LUMO gap (spin up / spin down): 0.289 / 0.288 hartree. The LUMO energy (spin up / spin down) is -0.0186 / 0.0095 Eh. The energy relative to the best compared isomer or geometry (same formula, charge and spin) comes out at 348.8 kJ/mol.

***

> Which of these has the highest energy relative to the best compared isomer or geometry (same formula, charge and spin)?

C3H5ClS